C3H7NS2 | wB97M-V/def2-TZVPD

Properties
total energy	-969.516397	Eh
gap between HOMO and LUMO	8.972	eV
E_HOMO	-8.279	eV
energy above the lowest of the compared OMol25 structures with the same formula, charge and spin	317.5	kJ/mol
LUMO energy	0.69	eV

Structure (ORCA input):
```
! RIJCOSX wB97M-V def2-TZVPD def2/J DEFGRID3
* xyz 0 1
S 0.8755 -0.9886 -0.0024
S -1.5298 -1.1801 -0.2300
N 2.4511 -0.4693 0.4312
C -1.3450 0.5067 0.3874
C 3.1174 0.1250 -0.4715
C -2.6743 0.2167 -0.2016
H -0.6631 1.1430 -0.1751
H 4.1194 0.4603 -0.2125
H -3.5206 0.1195 0.4701
H 2.7617 0.3268 -1.4898
H 0.5901 -1.5214 1.1920
H -1.2725 0.6139 1.4713
H -2.9100 0.6475 -1.1689
*
```

C22H46FO8PS | wB97M-V/def2-TZVPD

Properties
total energy	-2307.266650	Eh
gap between HOMO and LUMO	10.810	eV
E_HOMO	-10.640	eV
LUMO energy	0.17	eV

Structure (ORCA input):
```
! RIJCOSX wB97M-V def2-TZVPD def2/J DEFGRID3
* xyz 0 1
S -1.7046 -3.7617 -0.0194
P 3.5979 -0.8470 0.5960
F -1.1296 -0.6183 4.9468
O -1.2875 -3.0958 -1.1988
O 4.9623 -1.1208 1.3608
O -0.3585 -4.3486 0.6612
O -1.9833 -2.6614 1.0799
O -2.7264 -4.7180 -0.0763
O 3.6623 -1.0905 -0.8415
O 3.3740 0.6894 0.9381
O -0.7704 0.3311 2.9701
C 5.4760 -2.4561 1.1767
C -7.8553 -1.6266 1.3062
C -0.9341 -2.0873 3.1357
C 5.0915 4.2378 -5.7226
C -0.9300 -0.6774 3.6254
C 0.3041 -3.2219 1.2192
C 1.7037 5.1254 -2.4337
C 1.3731 1.1840 -0.4311
C -5.2806 -1.7168 1.2475
C 2.3492 -1.8815 1.4130
C -5.1775 -2.4415 -0.0923
C -6.5632 -2.0351 2.0142
C -7.9527 -0.1446 0.9496
C 1.4854 -2.6667 0.4394
C 2.0392 1.2072 0.9247
C 4.7707 5.2292 -4.6073
C 2.1746 4.0172 -3.3719
C 3.5895 3.5301 -3.0722
C -7.9252 0.7770 2.1660
C 4.6871 4.5835 -3.2254
C -0.7407 -2.1679 1.6402
C 5.5242 -3.2400 2.4731
H -7.9741 -2.2185 0.3946
H 6.0383 3.7296 -5.5304
H -4.4288 -2.0047 1.8680
H -8.8871 0.0178 0.4066
H 3.8381 5.7513 -4.8383
H 2.0942 4.3582 -4.4074
H 2.0205 1.6234 -1.1707
H 5.4753 -4.2926 2.2222
H 1.4943 3.1660 -3.2793
H -8.0329 1.8188 1.8616
H 4.5472 5.3686 -2.4768
H -4.2326 -2.2075 -0.5843
H 4.8995 -2.9933 0.4348
H 1.7369 4.7941 -1.3932
H 2.1220 2.2359 1.2384
H 2.0314 -3.5258 0.0808
H -8.7007 -1.8936 1.9479
H 2.3193 6.0211 -2.5253
H 4.3138 3.4800 -5.8257
H 3.6238 3.1443 -2.0483
H 1.3988 0.7346 1.6606
H 0.6756 5.4111 -2.6608
H 1.7745 -1.2635 2.0949
H 4.6847 -3.0429 3.1236
H -0.5278 -1.2268 1.1638
H 0.4225 1.6927 -0.3872
H -8.7425 0.5421 2.8506
H -6.5173 -1.5538 2.9956
H -6.6010 -3.1112 2.2103
H 5.1765 4.7518 -6.6810
H 6.4472 -3.0900 3.0122
H 5.6489 4.1169 -2.9923
H -7.1495 0.1328 0.2617
H -6.9864 0.6926 2.7154
H 5.5503 5.9950 -4.5830
H -1.9138 -2.4887 3.3601
H -0.2027 -2.6457 3.7014
H -5.1919 -0.6380 1.0893
H 1.1663 0.1684 -0.7453
H -5.9787 -2.1440 -0.7700
H -5.2264 -3.5224 0.0440
H 1.1641 -2.0896 -0.4145
H 3.8124 2.6767 -3.7181
H 6.4830 -2.3439 0.8113
H 2.8653 -2.5889 2.0453
H 0.7644 -3.6052 2.1240
*
```

C39H52GeI2MoN2OPSi3 | wB97M-V/def2-TZVPD

Properties
total energy	-5651.637163	Eh
gap between HOMO and LUMO (alpha / beta)	3.715 / 5.154	eV
E_HOMO (alpha / beta)	-11.371 / -12.782	eV
expectation value of S²	3.904
energy above the lowest of the compared OMol25 structures with the same formula, charge and spin	373.1	kJ/mol
LUMO energy (alpha / beta)	-7.66 / -7.63	eV

Structure (ORCA input):
```
! RIJCOSX wB97M-V def2-TZVPD def2/J DEFGRID3
* xyz 2 4
I -4.2015 3.9283 8.3455
I -2.5953 4.6905 2.7664
Mo -0.1853 -0.0243 -0.5573
Ge 0.5773 -2.0359 0.7861
P 1.2130 1.7420 -0.1441
Si 1.9785 -2.2683 2.8091
Si 0.6794 -4.0779 -0.4780
Si -2.4527 -0.4351 0.3035
O -0.4845 2.2439 3.9503
N -1.6764 0.2260 5.4924
N -0.1352 0.0069 -2.3171
C -2.6630 -1.9364 1.3746
C -3.6537 -0.5338 -1.1419
C -2.2412 1.4672 5.4221
C 1.9257 -1.0031 -6.7859
C -3.2656 4.0298 5.4589
C -3.7449 -0.5276 6.4774
C 3.7224 1.1549 -1.1438
C -1.1290 3.9182 -5.0881
C 0.4226 0.9687 -3.3064
C 4.6911 0.7516 -2.1238
C -0.5334 2.0961 -3.6098
C -4.1970 0.7472 6.7531
C -0.3219 2.8174 -4.7889
C 2.2674 -3.8383 -1.4469
C 2.0992 -0.4160 -4.4296
C 0.5775 -0.5148 -6.8383
C -2.1015 4.3753 -4.1872
C 1.9473 1.4840 -2.9048
C 0.6320 3.4612 -0.3190
C -0.9114 -4.3033 -1.4692
C -0.0446 0.0195 -5.6932
C -2.4685 -0.7541 5.9884
C 2.3877 1.3927 -1.5039
C 0.7121 0.1544 -4.5597
C 3.6524 -2.2629 2.0766
C 2.6890 -0.9434 -5.6617
C -1.5863 2.5005 -2.7982
C 2.9125 0.7550 -3.8895
C -2.3307 3.6330 -3.0285
C -3.5831 3.1485 6.5369
C -3.1883 1.0088 1.3498
C 1.7640 -3.8381 3.7795
C 0.9094 -5.6169 0.5462
C 4.3102 0.5051 -3.3994
C 1.6024 -0.7739 3.8726
C 2.1946 1.9660 1.4839
C -1.5234 2.4327 4.5718
C -2.3112 3.6892 4.4963
C -3.4391 1.8113 6.2305
H -2.8491 1.9673 0.9860
H -3.7961 4.9666 5.4909
H 2.9601 -3.1546 -0.9167
H -1.0708 0.3761 -5.7391
H 0.8993 -3.7723 4.3998
H 0.6607 -0.3364 3.6831
H -4.6522 -0.7874 -0.7223
H 1.7231 -4.6860 3.0830
H -3.6548 -1.8371 1.8354
H 2.9017 2.8474 1.4477
H 5.7736 0.6843 -1.8776
H 0.0983 3.6524 -1.2747
H 0.1941 -5.6898 1.3877
H 1.9479 2.5303 -3.2502
H 1.4949 4.1877 -0.2815
H -1.6384 -4.8393 -0.8562
H 0.4026 2.4641 -5.5324
H -3.7702 0.3891 -1.7472
H 2.2333 -1.3813 -7.7653
H 3.7485 -1.1889 -5.6479
H -4.3924 -1.4087 6.6224
H 4.4416 -1.7800 2.7323
H -1.2754 -3.2968 -1.7611
H 4.0305 1.2084 -0.0951
H 2.7081 -3.9911 4.3727
H 3.0040 1.4934 -4.7513
H 3.6573 -1.7864 1.0853
H 0.7177 -6.5349 -0.0546
H -2.6806 -2.8786 0.8133
H 0.0910 -0.4917 -7.8664
H -3.3132 -1.2965 -1.8330
H 2.0340 -3.4406 -2.4624
H 1.5132 -1.1285 4.9515
H -2.5642 5.3201 -4.3632
H 1.4595 2.0817 2.3004
H -3.0845 3.9511 -2.2870
H -2.7890 0.9717 2.4179
H 2.0201 -1.1776 -3.6200
H 1.9339 -5.6741 0.8820
H -1.8433 1.9224 -1.8891
H -5.0420 0.9208 7.4077
H -4.3125 0.9206 1.3492
H -2.0069 -1.7822 5.9595
H -1.9641 -1.9171 2.2163
H 2.3606 0.0427 3.8105
H -0.8090 -4.8522 -2.4272
H 3.9983 -3.3166 2.0097
H 2.7901 -4.8200 -1.5297
H 0.0509 3.6862 0.5847
H -1.0705 4.3558 -6.0781
H 5.0541 0.2685 -4.1305
H 2.7775 1.0159 1.6732
*
```

C3H11NO2S | wB97M-V/def2-TZVPD

Properties
SMILES	OCNCCS.O
total energy	-724.282268	Eh
gap between HOMO and LUMO	9.897	eV
E_HOMO	-9.094	eV
energy above the lowest of the compared OMol25 structures with the same formula, charge and spin	77.4	kJ/mol
LUMO energy	0.80	eV

Structure (ORCA input):
```
! RIJCOSX wB97M-V def2-TZVPD def2/J DEFGRID3
* xyz 0 1
S 2.2365 1.0735 0.4564
O 0.7993 5.3571 -0.4265
O -2.5965 -2.5835 -0.2200
N -0.3843 -1.8288 -0.5145
C -1.4120 -2.1187 0.4633
C -0.0163 -0.4074 -0.5602
C 0.8974 -0.1524 0.6496
H -0.9051 0.2245 -0.6439
H 0.5711 -0.1712 -1.4480
H -1.7525 -1.2440 1.0110
H 0.4446 0.1398 1.5996
H 1.3488 -1.1141 0.8817
H -2.8091 -3.4531 0.1253
H 2.8480 0.5105 -0.5615
H 1.2986 4.8110 0.1870
H -0.7565 -2.2152 -1.3637
H -1.0577 -2.9376 1.0915
H 1.2459 6.1095 -0.7269
*
```

C6H11N3 | wB97M-V/def2-TZVPD

Properties
SMILES	[H]/N=C(C)/C(=N/N)C(=C)C
total energy	-399.396190	Eh
gap between HOMO and LUMO	9.198	eV
E_HOMO	-8.365	eV
energy above the lowest of the compared OMol25 structures with the same formula, charge and spin	260.0	kJ/mol
LUMO energy	0.83	eV

Structure (ORCA input):
```
! RIJCOSX wB97M-V def2-TZVPD def2/J DEFGRID3
* xyz 0 1
N -0.5876 0.7087 -2.1173
N -0.8124 1.4075 0.9688
N -0.4100 1.6973 2.2330
C 2.0753 -0.2150 -0.8770
C 0.9438 -1.0174 1.2315
C -0.1599 0.6097 0.2055
C -0.9276 0.2069 -1.0167
C 1.1166 -0.1071 0.2678
C -1.9574 -0.8569 -0.7584
H 3.0863 -0.3490 -0.5010
H -0.9057 2.5201 2.5603
H 0.5868 1.6302 2.4102
H -1.0813 0.3387 -2.9274
H 1.8258 -1.0629 -1.5054
H -2.2728 -1.3330 -1.6875
H 2.0334 0.6722 -1.4942
H -1.5608 -1.6094 -0.0751
H 1.5815 -1.8962 1.3101
H -2.8266 -0.3962 -0.2868
H 0.2528 -0.9483 2.0597
*
```